1.
The following is a DFT calculation (wB97M-V/def2-TZVPD) of an isolated molecule of C3H6N2S.

Last column: natural (NBO) charge in e.
Cartesian coordinates (Å):
S -2.77462 -0.46883 -0.02578  -0.214
N 1.87212 0.03774 -0.10100  -0.786
N 0.10804 -1.44200 0.03862  -0.793
C -1.74473 0.84671 -0.00808  -0.244
C -0.36128 0.91753 0.01060  -0.471
C 0.52250 -0.17232 0.00239  0.489
H -2.22944 1.82975 -0.01342  0.201
H 2.17767 0.97997 0.03454  0.396
H 0.10382 1.89061 0.00957  0.208
H -0.93454 -1.57159 0.00256  0.431
H 2.50048 -0.66135 0.26001  0.390
H 0.75998 -2.18621 -0.21002  0.393

Properties
* E_HOMO: -7.8 eV
* orbital gap: 8.4 eV
* energy above the lowest of the compared OMol25 structures with the same formula, charge and spin: 34.04 kJ/mol



2.
The following is a DFT calculation (wB97M-V/def2-TZVPD) of an isolated molecule of C13H19N in a non-equilibrium geometry.

Last column: natural (NBO) charge in e.
Cartesian coordinates (Å):
N -3.65715 -1.96150 3.54120  -0.329
C 1.77892 -0.16319 -1.05793  -0.423
C -0.96287 2.00857 0.24425  -0.606
C 0.92233 -2.59268 -0.61097  -0.596
C -2.86704 -1.34416 2.98917  0.290
C 0.93321 1.06677 -1.17686  -0.186
C 0.62129 -1.06345 -0.72417  -0.103
C -1.72251 -0.52790 2.43247  -0.540
C -0.00220 -0.38492 0.42245  0.080
C -0.90569 -1.03213 1.19434  -0.195
C 1.17715 1.71397 1.30894  -0.592
C 0.25956 1.13927 0.16993  -0.081
C -0.16927 -0.77469 -2.01769  -0.389
C 0.04281 0.73074 -2.36328  -0.407
H -0.85525 -2.07242 1.14714  0.201
H -1.47347 2.03032 1.12109  0.206
H -1.22539 -0.99418 -1.96018  0.212
H -1.72690 1.55635 -0.43663  0.209
H 0.54587 -3.17882 0.31901  0.210
H 2.15951 1.31110 1.39005  0.210
H -0.69952 2.96388 -0.27199  0.220
H 2.40399 -0.25883 -1.96043  0.218
H 2.47885 0.07876 -0.33514  0.209
H 1.55421 2.05127 -1.39614  0.212
H 0.20549 -1.26670 -2.87879  0.211
H 1.96864 -2.62513 -0.60121  0.213
H 0.53384 0.79805 -3.35076  0.204
H 1.14615 2.87284 1.00145  0.201
H -0.79465 1.28208 -2.49439  0.205
H -1.99380 0.52173 2.13062  0.250
H 0.59741 -3.13431 -1.45132  0.213
H 0.80382 1.70860 2.30571  0.213
H -1.07733 -0.45930 3.37003  0.258

Properties
* E_HOMO: -9.3 eV
* orbital gap: 10.0 eV
* energy above the lowest of the compared OMol25 structures with the same formula, charge and spin: 321.34 kJ/mol



3.
The following is a DFT calculation (wB97M-V/def2-TZVPD) of C2H3OPb as an isolated structure in a non-equilibrium geometry.

Last column: natural (NBO) charge in e.
Cartesian coordinates (Å):
Pb 2.17818 0.93624 0.00636  0.539
O -0.76584 1.49415 -0.53331  -0.575
C 0.25776 -0.47329 0.30516  -0.985
C -0.81215 0.28104 -0.24750  0.410
H 0.25600 -0.56901 1.40017  0.258
H -1.66550 -0.31831 -0.64512  0.114
H 0.55156 -1.35081 -0.28577  0.239

Properties
* E_HOMO (alpha / beta): -6.5 / -8.4 eV
* spin multiplicity: 2
* expectation value of S²: 0.75
* orbital gap (alpha / beta): 5.8 / 7.7 eV
* energy above the lowest of the compared OMol25 structures with the same formula, charge and spin: 0.00 kJ/mol



4.
The following is a DFT calculation (wB97M-V/def2-TZVPD) of a 2-piece molecular cluster, C3H6N2O2 overall.

Last column: natural (NBO) charge in e.
Cartesian coordinates (Å):
O -0.02661 0.75955 1.99375  -0.491
O -0.46589 0.80574 -1.74794  -0.705
N 1.61544 -0.46608 0.89149  -0.782
N -0.59124 -1.08502 -0.47907  -0.901
C -0.85386 -0.37505 -1.56316  0.467
C 0.46165 0.21801 0.94194  0.681
C -0.21668 1.35807 0.42229  -0.043
H 1.87716 -0.89628 1.77093  0.402
H -1.47982 -0.84167 -2.35562  0.101
H 1.67366 -1.06747 0.08116  0.430
H -1.03149 -2.00030 -0.50407  0.360
H 0.31103 2.29838 0.30720  0.230
H -1.27335 1.29214 0.24112  0.250

Properties
* E_HOMO: -8.8 eV
* orbital gap: 9.6 eV
* energy above the lowest of the compared OMol25 structures with the same formula, charge and spin: 437.03 kJ/mol



5.
The following is a DFT calculation (wB97M-V/def2-TZVPD) of a 3-piece molecular cluster, C16H18Cl2F3NO4 overall in a non-equilibrium geometry.

Last column: natural (NBO) charge in e.
Cartesian coordinates (Å):
Cl -0.78689 2.27932 4.44225  -0.011
Cl -2.24579 -1.59564 2.62103  -0.014
F 3.06019 2.17055 -3.97570  -0.311
F 3.08884 0.39828 -2.56130  -0.317
F 2.84598 2.47521 -1.67992  -0.321
O 1.55999 -0.85805 4.11993  -0.731
O 0.47478 -0.83021 -2.73371  -0.494
O 0.08374 3.79962 -3.27800  -0.463
O -2.80983 -3.16918 -3.53532  -0.723
N 1.01937 1.56146 -2.98805  -0.587
C 2.47097 1.67062 -2.78749  1.099
C -0.92266 -2.99326 -5.02414  -0.640
C 0.47454 0.35204 -2.31896  0.671
C -0.37737 2.36341 -1.18361  -0.163
C -0.19142 0.83148 -0.95626  -0.032
C 0.20846 2.76426 -2.60455  0.692
C 2.84855 -0.33921 2.14920  -0.635
C -0.59329 0.06620 0.31878  -0.199
C 2.80067 -0.33038 3.66439  -0.060
C -1.46562 2.42179 1.22819  -0.179
C -1.44942 0.60730 4.12157  0.065
C -1.24487 0.90993 1.47984  -0.036
C -1.79336 -0.26611 5.44284  -0.668
C -2.39666 -2.70890 -4.81640  -0.059
C -1.05600 3.18748 -0.06729  -0.163
C -1.60806 0.11772 2.79548  -0.093
H -2.60136 -1.63568 -4.88731  0.152
H 1.48829 -1.76307 3.78828  0.463
H -2.99598 -3.22425 -5.56995  0.174
H -2.70675 -0.92515 5.28170  0.249
H -0.32182 -2.49599 -4.25762  0.218
H -0.83190 -0.88090 5.63604  0.257
H 3.61388 -0.93054 4.08466  0.158
H -0.41302 -1.05665 0.37879  0.263
H -1.96503 3.01710 2.07546  0.251
H -1.88334 0.46958 6.30998  0.240
H -0.59335 -2.64880 -6.00763  0.209
H -2.28171 -2.70220 -2.87412  0.461
H -0.72300 -4.06490 -4.94033  0.208
H 2.02687 0.25243 1.73612  0.212
H 2.89353 0.68934 4.04371  0.181
H 2.73395 -1.35709 1.76426  0.197
H 3.79466 0.06911 1.78590  0.218
H -1.22875 4.30192 -0.22071  0.256

Properties
* E_HOMO: -9.3 eV
* orbital gap: 7.7 eV



Q: What is the formula in the third record?
A: C2H3OPb